Record 1
{"formula": "C54H80F3IN3O15", "method": "wB97M-V/def2-TZVPD", "e_lumo_ev": -2.4, "homo_energy_ev": -10.70, "orbital_gap_ev": 8.28, "de_lowest_kcal_mol": 0.0, "charge": 1, "symbols": ["O", "C", "O", "C", "C", "N", "C", "C", "C", "N", "C", "C", "C", "C", "C", "C", "C", "O", "C", "C", "C", "C", "N", "C", "C", "C", "C", "C", "F", "C", "F", "F", "C", "I", "C", "C", "C", "C", "C", "C", "H", "H", "H", "H", "H", "H", "H", "H", "H", "H", "H", "H", "H", "H", "H", "H", "H", "H", "H", "H", "H", "H", "H", "H", "H", "H", "H", "H", "H", "H", "H", "H", "O", "C", "O", "C", "C", "C", "H", "H", "H", "H", "H", "H", "H", "H", "O", "C", "O", "C", "C", "C", "H", "H", "H", "H", "H", "H", "H", "H", "O", "C", "O", "C", "C", "C", "H", "H", "H", "H", "H", "H", "H", "H", "O", "C", "O", "C", "C", "C", "H", "H", "H", "H", "H", "H", "H", "H", "O", "C", "O", "C", "C", "C", "H", "H", "H", "H", "H", "H", "H", "H", "O", "C", "O", "C", "C", "C", "H", "H", "H", "H", "H", "H", "H", "H"], "coordinates": [[4.78417, -1.84466, -0.63960], [4.65501, -0.76308, -1.17389], [3.78350, -0.62222, -2.26159], [2.42762, -0.55583, -1.82183], [1.40416, -1.32790, -2.65690], [0.10178, -0.68475, -2.21927], [-0.89232, -1.19333, -3.25037], [-2.35808, -0.93836, -2.83803], [-3.26749, -2.20502, -2.73351], [-3.84278, -2.34327, -1.38722], [-4.93271, -1.36600, -1.15175], [-4.53236, -0.19588, -0.22617], [-4.95053, 1.07252, -0.60634], [-4.67596, 2.19736, 0.13561], [-3.92258, 2.10803, 1.28553], [-3.48345, 0.87156, 1.69890], [-3.80238, -0.25994, 0.96453], [-3.34949, -1.46817, 1.45734], [-0.12639, -1.29133, -0.87874], [-0.51065, -2.63574, -0.83457], [-0.69356, -3.22293, 0.39707], [-0.48958, -2.43346, 1.51557], [-0.12138, -1.16688, 1.52345], [0.03950, -0.63800, 0.31464], [0.47861, 0.75640, -2.33501], [-0.59044, 1.84947, -2.23164], [-0.90136, 2.39110, -0.80325], [-1.34770, 3.83858, -0.94292], [-0.69998, 4.81940, -0.27857], [-2.34095, 4.23210, -1.72871], [-2.60925, 5.50470, -1.93468], [-3.12334, 3.40920, -2.40520], [1.89051, 0.95037, -1.71051], [2.98810, 2.45532, -2.78348], [5.40585, 0.41177, -0.64144], [5.48267, 0.67513, 0.71276], [6.15457, 1.76981, 1.19007], [6.79592, 2.65250, 0.33519], [6.73886, 2.38491, -1.01922], [6.06562, 1.28515, -1.48708], [2.50809, -0.83309, -0.76086], [1.44633, -2.41669, -2.66257], [1.70555, -1.05271, -3.68266], [-0.67667, -2.22731, -3.53289], [-0.68985, -0.61374, -4.16067], [-2.79649, -0.29797, -3.61774], [-2.38783, -0.35507, -1.90942], [-2.64833, -3.09548, -2.92435], [-4.08483, -2.16866, -3.45433], [-3.10072, -2.08819, -0.74318], [-5.25232, -0.91069, -2.09835], [-5.82057, -1.87618, -0.72897], [-5.54819, 1.22937, -1.50275], [-5.04066, 3.17747, -0.16286], [-3.66981, 2.98499, 1.87724], [-2.88269, 0.75592, 2.60155], [-2.80895, -1.31744, 2.24140], [-0.64079, -3.25211, -1.72006], [-0.98501, -4.26588, 0.46161], [-0.60785, -2.92398, 2.48642], [0.36760, 0.40110, 0.28307], [0.74797, 0.81350, -3.40232], [-1.54077, 1.58017, -2.70053], [-0.20255, 2.69974, -2.80667], [-1.72419, 1.84934, -0.32005], [0.01797, 2.41384, -0.20896], [1.91534, 1.34437, -0.69491], [5.00755, 0.02709, 1.44800], [6.20791, 1.99750, 2.25207], [7.33816, 3.53381, 0.69822], [7.21802, 3.04455, -1.73865], [6.01815, 1.08677, -2.55650], [-5.93457, -1.72345, -4.63802], [-6.39841, -2.75357, -5.05794], [-5.92558, -3.26412, -6.20369], [-6.26145, -4.57072, -6.68926], [-7.54461, -4.55059, -7.49301], [-7.55895, -3.42553, -4.36876], [-6.29253, -5.29344, -5.87295], [-5.43442, -4.86665, -7.33310], [-8.39514, -4.24419, -6.88373], [-7.75269, -5.53842, -7.90471], [-7.46475, -3.83756, -8.31392], [-8.48805, -2.97967, -4.72139], [-7.46674, -3.25464, -3.29753], [-7.59269, -4.50322, -4.51083], [-1.03617, -5.14478, 4.09094], [-0.04740, -5.11132, 4.77567], [1.00664, -4.37320, 4.38074], [2.14728, -4.10440, 5.20694], [3.17580, -5.21154, 5.10945], [0.06988, -5.95438, 6.02016], [1.84496, -3.90631, 6.23586], [2.57523, -3.17806, 4.82563], [2.77898, -6.16088, 5.46950], [4.06106, -4.96299, 5.69516], [3.47248, -5.36113, 4.07085], [0.41541, -6.94973, 5.74405], [-0.91595, -6.03304, 6.47311], [0.72847, -5.53514, 6.77732], [8.68922, 5.61880, 1.94261], [7.92643, 6.54818, 1.98792], [6.70027, 6.43051, 1.44917], [5.65646, 7.39668, 1.62291], [5.75931, 8.50077, 0.59195], [8.35248, 7.87989, 2.55510], [5.64166, 7.78025, 2.64408], [4.71930, 6.85852, 1.48053], [6.69187, 9.05583, 0.69181], [4.92948, 9.20065, 0.69420], [5.74360, 8.08074, -0.41467], [8.85131, 8.45490, 1.77631], [9.05383, 7.69630, 3.36626], [7.53564, 8.46396, 2.97420], [3.72294, 11.93433, 2.45978], [3.44060, 11.24779, 3.40012], [4.16381, 10.13247, 3.64051], [4.05448, 9.34723, 4.83095], [2.94085, 8.32669, 4.71037], [2.24035, 11.54792, 4.26449], [3.94587, 9.97930, 5.71307], [5.00741, 8.82852, 4.93825], [1.96961, 8.80631, 4.58795], [2.90424, 7.69313, 5.59738], [3.09943, 7.69608, 3.83428], [1.35404, 11.11005, 3.80712], [2.11852, 12.62753, 4.31442], [2.33462, 11.19693, 5.29017], [0.57976, -6.13690, -3.44189], [1.75401, -5.90169, -3.33454], [2.59712, -6.27957, -4.30517], [3.97180, -5.87749, -4.36787], [4.85709, -6.79863, -3.55514], [2.30537, -5.26605, -2.08112], [4.08574, -4.83044, -4.08056], [4.24892, -5.94170, -5.41891], [4.59961, -6.77228, -2.49578], [5.90425, -6.51514, -3.66288], [4.73590, -7.82917, -3.88907], [2.49848, -6.03638, -1.33641], [1.55688, -4.57786, -1.68951], [3.20930, -4.68029, -2.24155], [-7.48630, -2.39314, 0.43598], [-7.10577, -3.10203, 1.32992], [-7.78318, -4.21589, 1.64486], [-7.28993, -5.20620, 2.55214], [-7.63092, -4.86198, 3.98705], [-5.92144, -2.67556, 2.13177], [-6.22108, -5.37081, 2.40645], [-7.78688, -6.13451, 2.27360], [-7.16106, -3.92821, 4.29784], [-7.30152, -5.65516, 4.65904], [-8.70767, -4.73191, 4.09829], [-6.23806, -1.99447, 2.92183], [-5.25480, -2.16011, 1.45253], [-5.35066, -3.49701, 2.56289]]}

Record 2
{"formula": "C5H6N4", "method": "wB97M-V/def2-TZVPD", "e_lumo_ev": 0.5, "homo_energy_ev": -10.55, "orbital_gap_ev": 11.01, "de_lowest_kcal_mol": 22.4, "symbols": ["C", "C", "C", "N", "N", "C", "N", "N", "C", "H", "H", "H", "H", "H", "H"], "coordinates": [[1.02619, 1.24849, 0.63403], [0.82625, 0.17289, -0.43703], [1.82421, -0.88055, -0.31644], [2.50541, -1.80555, -0.31791], [-0.51163, -0.40945, -0.36432], [-1.06829, -1.05876, 0.71432], [-2.37386, -1.05146, 0.76649], [-2.78749, -0.33410, -0.48306], [-1.66510, -0.05840, -1.11021], [1.16184, 0.69524, 1.54914], [1.91896, 1.94845, 0.49039], [0.18783, 1.99951, 0.75180], [1.01328, 0.49951, -1.46724], [-0.47390, -1.40514, 1.67596], [-1.58369, 0.43932, -2.08590]]}

no.,M (g mol⁻¹)
1,1195.14
2,122.13